Entry 1:
60
Properties=species:S:1:pos:R:3 method="wB97M-V/def2-TZVPD" homo_energy_ha=-0.33897 smiles="COC(=O)CC[C@H](NC(=O)OCc1ccccc1)C(=O)N[C@@H](CC(C)C)C(=O)OC" lumo_ev=0.7
C 3.353 1.395 0.503
O 2.403 1.853 1.456
C 2.031 1.014 2.421
O 2.510 -0.074 2.606
C 0.937 1.646 3.258
C -0.359 1.778 2.448
C -1.163 0.473 2.411
N -0.409 -0.663 1.906
C 0.221 -0.764 0.719
O 0.345 0.127 -0.099
O 0.690 -2.009 0.557
C 1.369 -2.282 -0.665
C 2.849 -2.012 -0.577
C 3.534 -2.256 0.606
C 4.895 -2.020 0.684
C 5.583 -1.547 -0.421
C 4.905 -1.304 -1.603
C 3.542 -1.532 -1.680
C -2.468 0.662 1.608
O -3.559 0.563 2.130
N -2.268 0.980 0.316
C -3.343 0.892 -0.641
C -3.316 2.036 -1.663
C -1.970 2.264 -2.363
C -1.519 1.047 -3.166
C -2.093 3.480 -3.281
C -3.328 -0.498 -1.272
O -2.593 -1.387 -0.928
O -4.261 -0.625 -2.216
C -4.354 -1.902 -2.835
H 3.894 2.272 0.153
H 2.826 0.920 -0.326
H 4.033 0.674 0.958
H 0.780 1.043 4.152
H 1.278 2.640 3.547
H -0.110 2.099 1.437
H -0.998 2.537 2.902
H -1.460 0.214 3.432
H -0.446 -1.518 2.437
H 0.919 -1.687 -1.467
H 1.187 -3.344 -0.857
H 2.992 -2.612 1.468
H 5.417 -2.206 1.610
H 6.646 -1.365 -0.361
H 5.437 -0.933 -2.467
H 3.012 -1.337 -2.602
H -1.325 0.879 -0.053
H -4.280 0.952 -0.069
H -4.085 1.833 -2.411
H -3.589 2.954 -1.138
H -1.209 2.482 -1.607
H -2.296 0.740 -3.864
H -1.280 0.213 -2.512
H -0.624 1.288 -3.734
H -2.398 4.360 -2.718
H -2.833 3.296 -4.058
H -1.140 3.694 -3.759
H -5.200 -1.850 -3.515
H -4.512 -2.677 -2.082
H -3.435 -2.124 -3.381



Entry 2:
58
Properties=species:S:1:pos:R:3 method="wB97M-V/def2-TZVPD" homo_energy_ha=-0.30052 smiles="CCN(CC)S(=O)(=O)c1ccc(NC2CCN(Cc3ccccc3)CC2)nc1" lumo_ev=0.7
C -4.358 -1.105 -2.340
C -3.342 -1.031 -1.202
N -3.870 -0.518 0.040
C -4.898 -1.276 0.733
C -4.517 -1.464 2.197
S -3.990 1.151 0.102
O -4.697 1.488 1.303
O -4.477 1.709 -1.133
C -2.273 1.583 0.268
C -1.682 2.535 -0.554
C -0.341 2.805 -0.408
C 0.386 2.083 0.560
N 1.705 2.251 0.801
C 2.675 2.817 -0.111
C 2.780 2.029 -1.424
C 3.089 0.556 -1.124
N 3.593 0.402 0.230
C 3.962 -0.972 0.519
C 2.783 -1.898 0.359
C 2.900 -3.072 -0.372
C 1.812 -3.913 -0.535
C 0.588 -3.580 0.021
C 0.464 -2.410 0.752
C 1.555 -1.580 0.930
C 4.647 1.364 0.488
C 4.042 2.778 0.579
N -0.208 1.186 1.365
C -1.495 0.958 1.225
H -3.873 -1.455 -3.247
H -5.168 -1.788 -2.093
H -4.773 -0.116 -2.514
H -2.528 -0.357 -1.483
H -2.912 -2.020 -1.005
H -5.855 -0.748 0.671
H -5.002 -2.247 0.244
H -5.272 -2.060 2.704
H -3.557 -1.969 2.277
H -4.453 -0.492 2.677
H -2.291 3.033 -1.293
H 0.145 3.549 -1.017
H 2.091 1.519 1.384
H 2.393 3.856 -0.321
H 3.574 2.477 -2.023
H 1.852 2.101 -1.991
H 2.179 -0.044 -1.206
H 3.814 0.169 -1.863
H 4.309 -1.009 1.558
H 4.791 -1.318 -0.126
H 3.849 -3.332 -0.820
H 1.919 -4.824 -1.104
H -0.263 -4.230 -0.117
H -0.487 -2.136 1.185
H 1.441 -0.670 1.498
H 5.136 1.107 1.431
H 5.418 1.329 -0.302
H 3.914 3.072 1.621
H 4.712 3.498 0.108
H -1.935 0.233 1.895



Entry 3:
65
Properties=species:S:1:pos:R:3 method="wB97M-V/def2-TZVPD" homo_energy_ha=-0.08285 lumo_ev=4.3 charge=-2
Tl 1.054 0.429 -0.030
O -0.128 -2.130 2.350
C -1.467 -2.053 1.868
C -2.033 -0.639 1.857
N -1.895 0.068 0.590
C -2.666 -0.569 -0.469
C -1.900 -1.456 -1.475
O -2.617 -2.083 -2.276
O -0.639 -1.410 -1.450
C -2.269 1.466 0.782
C -1.302 2.239 1.708
O -1.816 2.987 2.550
O -0.069 2.046 1.496
H 0.405 -1.475 1.879
H -2.048 -2.672 2.555
H -1.539 -2.501 0.871
H -1.520 -0.066 2.633
H -3.102 -0.679 2.141
H -3.138 0.205 -1.079
H -3.494 -1.167 -0.063
H -3.287 1.558 1.192
H -2.244 1.965 -0.191
S 3.254 2.799 -1.271
C 1.857 2.860 -2.197
N 0.804 2.069 -2.136
C -0.179 2.408 -3.034
C -1.386 1.727 -3.192
C -2.293 2.160 -4.145
C -2.014 3.261 -4.955
C -0.812 3.944 -4.815
C 0.095 3.518 -3.857
S 1.669 4.126 -3.456
H -1.574 0.852 -2.586
H -3.226 1.622 -4.267
H -2.733 3.583 -5.698
H -0.586 4.796 -5.445
C 1.483 -5.165 1.541
C 2.274 -4.249 0.599
C 3.355 -5.036 -0.154
C 1.330 -3.577 -0.398
C 2.952 -3.230 1.427
N 3.525 -2.466 2.065
H 0.965 -5.921 0.946
H 0.746 -4.580 2.091
H 2.143 -5.668 2.251
H 2.873 -5.812 -0.751
H 4.057 -5.506 0.538
H 3.904 -4.379 -0.828
H 0.842 -4.347 -1.001
H 1.863 -2.912 -1.077
H 0.556 -3.006 0.106
C -0.713 -1.240 -4.896
N 0.431 -1.234 -4.001
C 1.694 -1.060 -4.366
S 3.011 -1.580 -3.456
N 1.917 -0.433 -5.585
C 1.353 0.904 -5.796
H -1.442 -1.934 -4.481
H -0.397 -1.552 -5.893
H -1.200 -0.267 -4.969
H 0.226 -1.516 -3.034
H 2.914 -0.441 -5.747
H 1.344 1.134 -6.863
H 1.934 1.667 -5.269
H 0.334 0.961 -5.429



Entry 4:
53
Properties=species:S:1:pos:R:3 method="wB97M-V/def2-TZVPD" homo_energy_ha=-0.43088 smiles=C[NH+](C)CCC[C@@](C)(O)[C@H](Cc1ccccc1)c1ccccc1 lumo_ev=-2.1 charge=+1
C 3.043 -1.673 1.208
N 2.175 -1.703 0.027
C 1.924 -3.088 -0.396
C 2.711 -0.888 -1.090
C 2.748 0.608 -0.775
C 1.476 1.173 -0.127
C 0.146 0.889 -0.851
C 0.231 1.356 -2.311
O -0.071 -0.522 -0.823
C -1.013 1.655 -0.141
C -1.322 1.297 1.348
C -0.636 0.140 2.024
C 0.345 0.386 2.984
C 0.927 -0.648 3.697
C 0.546 -1.959 3.457
C -0.429 -2.220 2.507
C -1.019 -1.180 1.809
C -2.281 1.582 -0.969
C -3.072 0.440 -1.020
C -4.213 0.398 -1.804
C -4.588 1.504 -2.546
C -3.820 2.654 -2.491
C -2.677 2.690 -1.712
H 2.594 -2.251 2.014
H 4.014 -2.099 0.958
H 3.183 -0.654 1.558
H 1.245 -1.280 0.230
H 1.222 -3.100 -1.227
H 1.496 -3.654 0.429
H 2.854 -3.561 -0.707
H 3.714 -1.243 -1.334
H 2.060 -1.060 -1.948
H 2.946 1.128 -1.712
H 3.586 0.832 -0.113
H 1.598 2.255 -0.074
H 1.393 0.812 0.898
H 0.999 0.807 -2.847
H 0.463 2.416 -2.358
H -0.715 1.191 -2.822
H -0.960 -0.676 -1.168
H -0.696 2.702 -0.152
H -2.398 1.122 1.420
H -1.111 2.187 1.943
H 0.632 1.405 3.201
H 1.664 -0.429 4.454
H 0.979 -2.765 4.030
H -0.759 -3.234 2.336
H -1.816 -1.407 1.118
H -2.831 -0.426 -0.419
H -4.812 -0.500 -1.827
H -5.479 1.472 -3.153
H -4.111 3.527 -3.053
H -2.087 3.594 -1.677



Entry 5:
59
Properties=species:S:1:pos:R:3 method="wB97M-V/def2-TZVPD" homo_energy_ha="0.01022 / -0.16072" lumo_ev="2.8 / 2.1" charge=-1 spin_multiplicity=3
Au -1.632 -0.097 0.338
Cl -2.674 0.396 2.354
N 0.261 1.973 -0.381
N -0.339 -2.124 0.223
C -0.675 2.769 -0.801
C -0.730 -2.900 -0.732
C 1.243 2.761 0.376
C 0.676 4.185 0.292
C 2.603 2.679 -0.289
C 1.299 2.252 1.801
H 2.546 3.109 -1.296
H 2.937 1.641 -0.362
H 3.323 3.253 0.299
H 0.311 2.334 2.274
H 2.017 2.850 2.371
H 1.598 1.199 1.844
C 0.729 -2.783 1.002
C 0.862 -4.126 0.281
C 0.282 -2.960 2.440
C 2.013 -1.984 0.907
H 2.309 -1.883 -0.145
H 2.802 -2.521 1.446
H 1.880 -0.992 1.347
H -0.681 -3.486 2.449
H 0.179 -1.990 2.952
H 1.026 -3.577 2.959
O -0.079 -4.063 -0.837
H 0.558 -4.978 0.903
H 1.852 -4.312 -0.156
O -0.524 4.067 -0.529
H 1.342 4.895 -0.215
H 0.368 4.570 1.273
C -1.891 2.326 -1.555
C -1.809 -2.588 -1.705
C -1.442 -1.316 -2.378
H -2.732 -2.474 -1.122
H -1.907 -3.424 -2.398
C -1.595 -0.129 -1.673
C -1.524 1.099 -2.317
H -0.977 0.078 3.286
C -1.015 1.156 -3.625
C -0.703 -0.033 -4.287
C -0.804 2.471 -4.301
C -0.880 -1.270 -3.671
H -0.317 0.009 -5.312
C -0.509 -2.542 -4.371
H 0.046 -2.312 -5.288
H -1.406 -3.115 -4.650
H 0.123 -3.183 -3.742
H -1.743 3.033 -4.378
H -0.413 2.303 -5.310
H -0.083 3.095 -3.759
H -2.244 3.152 -2.176
H -2.642 2.073 -0.792
C -0.277 0.384 5.113
O -0.114 -0.079 3.777
H -0.641 1.422 5.150
H 0.702 0.339 5.602
H -0.991 -0.221 5.692



Entry 6:
58
Properties=species:S:1:pos:R:3 method="wB97M-V/def2-TZVPD" homo_energy_ha=-0.51313 lumo_ev=-5.8 charge=+2
Ba -0.912 2.007 -0.692
Cl -2.658 2.375 -3.478
C -3.337 3.985 -3.113
Cl -2.721 4.634 -1.565
H -4.412 3.886 -3.030
H -3.038 4.664 -3.902
O -2.830 0.510 -0.114
S -3.528 -0.417 0.876
C -2.754 -2.036 0.611
C -3.152 -2.997 1.693
C -2.213 -3.429 2.626
C -2.584 -4.298 3.641
C -3.899 -4.732 3.733
C -4.839 -4.304 2.806
C -4.469 -3.440 1.786
C -2.806 0.048 2.506
C -1.561 0.868 2.332
C -1.620 2.261 2.422
C -0.469 3.035 2.279
C 0.756 2.426 2.015
C 0.822 1.038 1.905
C -0.326 0.268 2.069
H -1.675 -1.878 0.562
H -3.110 -2.336 -0.375
H -1.179 -3.109 2.545
H -1.846 -4.644 4.352
H -4.189 -5.412 4.522
H -5.861 -4.651 2.872
H -5.205 -3.125 1.055
H -2.632 -0.880 3.050
H -3.580 0.608 3.027
H -2.564 2.746 2.635
H -0.532 4.109 2.394
H 1.657 3.021 1.930
H 1.774 0.554 1.731
H -0.249 -0.811 2.025
C 4.344 1.079 -4.144
C 2.857 0.856 -3.898
Sb 2.305 0.566 -1.837
C 4.042 1.318 -0.835
C 4.047 2.840 -0.731
C 2.654 -1.543 -1.642
C 3.992 -2.015 -2.199
H 4.534 1.182 -5.213
H 4.952 0.250 -3.783
H 4.705 1.988 -3.662
H 2.499 -0.036 -4.416
H 2.273 1.695 -4.278
H 4.911 0.959 -1.386
H 4.079 0.855 0.154
H 4.008 3.313 -1.714
H 4.948 3.200 -0.235
H 3.191 3.208 -0.158
H 1.824 -2.043 -2.144
H 2.566 -1.780 -0.580
H 4.067 -1.836 -3.272
H 4.111 -3.087 -2.040
H 4.834 -1.518 -1.716



In g/mol, the M values for the records above are, in order, 422.478; 402.564; 733.085; 312.477; 591.910; 661.539.
In Eh/bohr, the max |F| values for the records above are, in order, 0.014; 0.023; 0.003; 0.018; 0.049; 0.006.
In kJ/mol, the energy above the lowest of the compared OMol25 structures with the same formula, charge and spin values for the records above are, in order, 11.69; 290.76; 0.00; 13.67; 0.00; 0.00.